# C14H20F3N2O2

A 3-piece molecular cluster, C14H20F3N2O2 overall (wB97M-V/def2-TZVPD, the Open Molecules 2025 dataset).

Its HOMO energy is -11.23 eV. For the relative energy (zero: lowest compared OMol25 entry of this formula, charge and spin), the calculation gives 86.81 kcal/mol. The value obtained for the LUMO energy is -5.1067 eV. The value obtained for the frontier orbital gap is 6.127 eV.

```
! wB97M-V def2-TZVPD RIJCOSX def2/J DEFGRID3
* xyz 1 1
F -0.83207 -0.79849 2.56752
C -0.08479 -1.55734 1.76780
F 0.35470 -0.90532 0.72022
C 0.18502 -2.83876 2.09813
F 0.66367 -3.06919 3.33887
C 0.01855 -4.05545 1.24071
C -1.13684 -3.94696 0.23217
C -2.37242 -3.29238 0.76749
C -3.17231 -2.47080 -0.00257
C -4.25949 -1.91949 0.66698
N -4.49252 -2.17963 1.93434
N -3.79857 -2.98751 2.72492
C -2.77070 -3.50853 2.10601
H -0.07059 -4.92837 1.88638
H 0.93268 -4.21083 0.65837
H -1.39264 -4.95958 -0.09234
H -0.78840 -3.41609 -0.65272
H -2.95528 -2.24074 -1.03366
H -4.93644 -1.25731 0.14530
H -5.28276 -1.72555 2.37994
H -2.16546 -4.17798 2.70451
C 1.10665 2.15818 0.35360
C 1.05191 3.60086 0.79727
O 1.15833 4.50526 0.00399
C 0.85955 3.86280 2.27192
H 1.24871 2.11629 -0.72507
H 1.94310 1.65058 0.83792
H 0.17220 1.65457 0.60466
H 1.68334 3.42711 2.83953
H -0.08488 3.43133 2.60839
H 0.83909 4.93568 2.44872
C 3.60885 3.12382 -2.80017
C 2.53578 2.41814 -3.58937
O 1.94648 1.46024 -3.13918
C 2.22750 2.95798 -4.96268
H 3.72914 2.63586 -1.83532
H 4.55695 3.08099 -3.33842
H 3.32706 4.16476 -2.63559
H 3.11727 2.90834 -5.59185
H 1.88937 3.99246 -4.88882
H 1.44026 2.36104 -5.41790
*
```

# C14H20F8N2O5S2

A 2-piece molecular cluster, C14H20F8N2O5S2 overall (wB97M-V/def2-TZVPD, the Open Molecules 2025 dataset).

Its HOMO energy is -9.29 eV. The value obtained for the LUMO energy is 0.3708 eV. The value obtained for the frontier orbital gap is 9.658 eV.

```
! wB97M-V def2-TZVPD RIJCOSX def2/J DEFGRID3
* xyz 0 1
O -5.06808 1.47516 1.85221
S -3.80249 1.93397 2.37181
O -4.16197 3.08157 3.48536
O -3.21951 2.94792 1.26616
C -1.77520 2.97994 1.22796
C -1.25751 2.55204 -0.15088
C -0.81474 3.69555 -1.08367
C 0.46294 3.42140 -1.90901
C 0.72739 1.95040 -2.29093
C 1.58675 1.16411 -1.26835
C 2.65937 0.25425 -1.88079
S 2.26831 -1.52502 -1.96692
C 1.28127 -1.58416 -3.39856
N 1.52306 -2.21353 -4.50136
N 0.40202 -2.04443 -5.30420
C -0.41477 -1.31982 -4.62110
O 0.05075 -0.99115 -3.40639
H -3.97777 2.70952 4.35910
H -1.38267 2.29075 1.98627
H -1.44542 3.98392 1.50343
H -0.44048 1.85583 0.02376
H -2.07508 1.99711 -0.61892
H -0.65860 4.59701 -0.48279
H -1.63358 3.93207 -1.76664
H 0.38506 3.99666 -2.83751
H 1.34018 3.82574 -1.39176
H -0.22327 1.43615 -2.43950
H 1.26347 1.94875 -3.24584
H 2.06476 1.87134 -0.58475
H 0.94272 0.53258 -0.64806
H 3.55539 0.25732 -1.25404
H 2.95579 0.57649 -2.88010
H -1.38945 -0.96220 -4.91713
C -0.12770 -3.34903 3.16257
C -0.62401 -1.93561 2.83585
C -1.25101 -1.71409 1.45744
F -0.35148 -1.94745 0.48253
F -1.63450 -0.41882 1.36631
F 0.35412 -1.03144 3.04345
F -1.63239 -1.67603 3.72198
O 1.25949 -3.57302 3.01486
C 1.80189 -4.03389 1.84888
C 2.88984 -3.08587 1.32245
F 2.37163 -1.86661 1.07452
F 3.37861 -3.58585 0.16763
F 0.87245 -4.28314 0.91205
F 2.42537 -5.20356 2.12200
H -0.30980 -3.46638 4.22968
H -0.72153 -4.10227 2.64433
H -2.12335 -2.35544 1.31126
H 3.69374 -2.99880 2.05536
*
```

# C14H20N2O

A 2-piece molecular cluster, C14H20N2O overall (wB97M-V/def2-TZVPD, the Open Molecules 2025 dataset).

Its HOMO energy is -8.01 eV. For the relative energy (zero: lowest compared OMol25 entry of this formula, charge and spin), the calculation gives 37.39 kcal/mol. As for the SMILES: Cc1c[nH]c2ccccc12.CCN(C)C(C)=O. The value obtained for the LUMO energy is 0.7894 eV. The value obtained for the frontier orbital gap is 8.799 eV.

```
! wB97M-V def2-TZVPD RIJCOSX def2/J DEFGRID3
* xyz 0 1
C -2.57969 0.89829 0.86140
C -1.29533 1.38411 1.44242
C -0.79337 2.64103 1.51811
N 0.26279 2.67478 2.42211
C 0.48953 1.39455 2.84663
C 1.36868 0.94772 3.83984
C 1.32589 -0.36857 4.21840
C 0.34874 -1.24089 3.67524
C -0.58079 -0.76265 2.78860
C -0.46980 0.53648 2.28040
H -3.36700 0.78204 1.61638
H -2.46112 -0.12510 0.49832
H -3.02674 1.55054 0.11565
H -1.12246 3.59488 1.13801
H 0.87678 3.41508 2.71012
H 1.87789 1.66665 4.43450
H 1.97699 -0.75561 4.98875
H 0.37213 -2.25873 4.03997
H -1.45075 -1.34242 2.49711
C -1.27985 0.67586 -3.00931
C -0.85846 -0.68700 -2.42619
N 0.56123 -1.13124 -2.54049
C 1.53989 -0.10710 -2.23642
C 0.82623 -1.77168 -3.76955
C 0.25457 -3.12854 -4.00618
O 1.64952 -1.30833 -4.53353
H -0.46475 1.33567 -2.83854
H -2.25355 0.91111 -2.59746
H -1.28739 0.55435 -4.08645
H -1.05959 -0.76574 -1.36080
H -1.36940 -1.43147 -3.03319
H 1.34657 0.18217 -1.21140
H 2.54166 -0.37278 -2.46644
H 1.53188 0.77775 -2.89392
H 0.50576 -3.48715 -5.00114
H 0.59631 -3.85767 -3.27004
H -0.82996 -3.22021 -3.95676
*
```

# C14H20N2O2S2

One molecule with the formula C14H20N2O2S2 (wB97M-V/def2-TZVPD, the Open Molecules 2025 dataset).

Its HOMO energy is -8.82 eV. For the relative energy (zero: lowest compared OMol25 entry of this formula, charge and spin), the calculation gives 0.33 kcal/mol. As for the SMILES: CNC(=O)C1=C(SSC2=C(C(=O)NC)CCC2)CCC1. The value obtained for the LUMO energy is 0.0161 eV. The value obtained for the frontier orbital gap is 8.833 eV.

```
! wB97M-V def2-TZVPD RIJCOSX def2/J DEFGRID3
* xyz 0 1
C 1.46565 5.00489 0.98074
N 0.90300 3.74441 1.46780
C -0.45392 3.47703 1.50338
O -1.26460 4.35800 1.24667
C -0.95288 2.10182 1.80966
C -0.30424 0.89268 1.80718
S 1.41010 0.71618 1.30761
S 1.43521 -1.22842 0.54887
C 1.10201 -1.04272 -1.16954
C 0.77599 -2.07514 -2.02534
C 0.45884 -3.45208 -1.72985
O 0.26168 -4.26064 -2.63554
N 0.16936 -3.91988 -0.47238
C -0.32404 -5.30095 -0.19524
C 0.75026 -1.57295 -3.42338
C 1.37641 -0.20376 -3.38131
C 1.36885 0.21803 -1.90078
C -1.21921 -0.20854 2.26970
C -2.60992 0.44441 2.36391
C -2.42696 1.92018 2.19761
H 1.20819 5.83817 1.60379
H 1.04795 5.27312 0.01458
H 2.55539 4.87077 0.95224
H 1.54271 2.97180 1.64782
H 0.32712 -3.28655 0.28777
H -0.49419 -5.43731 0.87427
H -1.29306 -5.41691 -0.67569
H 0.39939 -6.08842 -0.54412
H 1.31589 -2.18376 -4.10597
H -0.26360 -1.52940 -3.82289
H 0.79601 0.49426 -4.03479
H 2.40610 -0.25550 -3.74733
H 0.55101 0.93678 -1.69922
H 2.26978 0.65951 -1.54457
H -0.93489 -0.49447 3.27978
H -1.24902 -1.02119 1.59303
H -3.22442 0.06076 1.52761
H -3.14991 0.18630 3.29266
H -2.61262 2.47976 3.13184
H -3.11944 2.32975 1.39947
*
```

# C14H20N2O4S

One molecule with the formula C14H20N2O4S (wB97M-V/def2-TZVPD, the Open Molecules 2025 dataset).

Its HOMO energy is -8.19 eV. For the relative energy (zero: lowest compared OMol25 entry of this formula, charge and spin), the calculation gives 1.89 kcal/mol. As for the SMILES: CSCC[C@H](N)C(=O)N[C@@H](Cc1ccc(O)cc1)C(=O)O. The value obtained for the LUMO energy is 0.4238 eV. The value obtained for the frontier orbital gap is 8.612 eV.

```
! wB97M-V def2-TZVPD RIJCOSX def2/J DEFGRID3
* xyz 0 1
C -0.64961 5.16317 -3.64784
S 0.20222 4.43233 -2.23089
C 1.17152 3.18948 -3.13930
C 1.96944 2.23226 -2.25933
C 1.14482 1.35886 -1.30680
N -0.15975 1.05751 -1.87542
C 1.08021 1.99313 0.09873
O 1.40028 3.14208 0.30576
N 0.68291 1.18760 1.15450
C 0.09461 -0.12337 1.09117
C 0.40636 -0.90192 2.38811
C -0.04808 -2.34266 2.34360
C -1.15536 -2.78105 3.05126
C -1.60537 -4.09289 2.96450
C -0.90480 -4.99773 2.16090
O -1.27771 -6.30317 2.03357
C 0.21741 -4.58631 1.45051
C 0.62700 -3.26882 1.54557
C -1.41820 -0.04296 0.86981
O -2.07705 0.92108 1.16329
O -2.00191 -1.13609 0.32354
H -1.30905 5.96797 -3.27632
H 0.05638 5.58761 -4.34295
H -1.25247 4.39498 -4.17965
H 1.85536 3.70490 -3.81246
H 0.48093 2.62031 -3.76979
H 2.71861 2.81647 -1.67913
H 2.49684 1.56213 -2.94483
H 1.66374 0.37926 -1.19586
H -0.82176 1.81107 -1.77413
H -0.61938 0.23515 -1.48643
H 0.47052 1.73537 1.97558
H 0.52661 -0.66162 0.27714
H -0.04593 -0.37684 3.22462
H 1.49853 -0.82179 2.55657
H -1.74882 -2.07117 3.68641
H -2.46321 -4.41101 3.54596
H -2.06926 -6.45884 2.57701
H 0.73443 -5.28815 0.84717
H 1.52153 -2.96463 0.97168
H -1.39253 -1.86171 0.31416
*
```

# C14H20N2ORu

C14H20N2ORu as an isolated structure (wB97M-V/def2-TZVPD, the Open Molecules 2025 dataset).

Its HOMO energy (spin up / spin down) is -15.43 / -15.56 eV. For the relative energy (zero: lowest compared OMol25 entry of this formula, charge and spin), the calculation gives 0.00 kcal/mol. Its expectation value of S² is 6.057. The value obtained for the LUMO energy (spin up / spin down) is -8.5278 / -12.1582 eV. The value obtained for the frontier orbital gap (spin up / spin down) is 6.899 / 3.399 eV.

```
! wB97M-V def2-TZVPD RIJCOSX def2/J DEFGRID3
* xyz 2 5
C -3.64574 -0.32284 0.32429
C -3.89178 0.95327 -0.46635
H -3.86111 -1.20779 -0.28569
H -4.33142 -0.34271 1.18058
H -2.62906 -0.45960 0.73948
H -3.14297 1.13038 -1.24573
H -4.88326 0.87588 -0.94516
H -3.92673 1.82416 0.20694
C 0.23747 -2.70836 0.09488
C 1.18588 -3.72916 0.05139
C 2.36939 -3.53385 -0.65877
C 2.56943 -2.35078 -1.35681
H -0.72452 -2.79651 0.60607
H 0.96923 -4.64719 0.58542
H 3.13659 -4.29951 -0.66071
H 3.48285 -2.14676 -1.91237
N 0.48391 -1.52166 -0.49786
C 1.61540 -1.32499 -1.23065
C 1.80060 0.02553 -1.71230
N 0.83986 0.90200 -1.30322
C 0.98004 2.21179 -1.64043
C 3.16991 1.83289 -2.53490
C 2.17495 2.72255 -2.13409
H 0.10942 2.84959 -1.45481
H 2.29225 3.81109 -2.19601
C 2.93993 0.47452 -2.40190
H 3.61803 -0.30839 -2.70323
H 4.12194 2.18357 -2.93820
Ru -0.73255 0.25917 -0.04010
C -1.30750 2.14189 0.32813
H -1.59323 2.58766 -0.64024
H -0.50523 2.75619 0.78696
H -2.20997 2.15557 0.94384
C -0.10222 0.03452 2.55535
O -0.98119 -0.56938 1.64710
H 0.44457 -0.78454 3.05542
H -0.66486 0.60971 3.30916
H 0.59170 0.71211 2.01079
*
```

# C14H20N4O2S2

C14H20N4O2S2 as an isolated structure (wB97M-V/def2-TZVPD, the Open Molecules 2025 dataset).

Its HOMO energy is -7.69 eV. For the relative energy (zero: lowest compared OMol25 entry of this formula, charge and spin), the calculation gives 342.39 kcal/mol. The value obtained for the LUMO energy is 0.3065 eV. The value obtained for the frontier orbital gap is 8.000 eV.

```
! wB97M-V def2-TZVPD RIJCOSX def2/J DEFGRID3
* xyz 0 1
C -3.61494 -2.45641 -0.60835
H -3.60811 -2.36202 -1.78523
O -2.81741 -1.27754 -0.16054
C -3.60393 -0.18478 -0.36155
C -2.96516 0.81528 0.28175
N -1.61115 1.03232 0.32260
C -0.89455 0.91364 -0.68918
C 0.48272 1.42424 -0.65464
C 0.45006 1.76301 0.75623
C -0.72125 1.50731 1.30762
C -1.30548 1.92522 2.73032
H -0.52240 2.16793 3.22080
H -1.56911 0.59461 3.00936
H -2.03419 2.54197 2.81830
H 1.32820 2.05362 1.30547
C 1.56728 1.32930 -1.29757
O 1.60836 1.04369 -2.57793
C 2.98484 1.49370 -0.73043
H 3.22785 2.68103 -0.51929
H 3.73482 1.40734 -1.47101
S 3.41646 0.50341 0.55048
C 2.10494 -0.60675 0.81051
N 1.60145 -0.92921 1.77998
N 0.64154 -1.94724 1.73382
C 0.60298 -2.24592 0.10052
N -0.13803 -3.38703 -0.06527
H -0.45516 -3.62349 -1.03318
H -0.92020 -3.46146 0.56756
S 1.63870 -1.66854 -0.66455
C -1.25807 0.54595 -2.11058
H -1.62782 -0.33529 -2.17881
H -0.49809 0.61291 -3.01260
H -2.06992 1.25532 -2.53030
C -3.69137 2.18992 0.04601
H -3.27283 3.06368 0.65233
H -3.48374 2.74303 -0.94879
H -4.70843 2.27403 0.10001
H -3.15124 0.80658 1.76324
H -4.70778 -0.19604 0.06450
H -3.84622 0.20166 -1.31220
H -4.59071 -2.62774 -0.10374
H -3.23349 -3.28080 -0.22486
*
```

# C14H20N4O8Si

A 2-piece molecular cluster, C14H20N4O8Si overall (wB97M-V/def2-TZVPD, the Open Molecules 2025 dataset).

Its HOMO energy is -8.31 eV. As for the SMILES: O=[N+]([O-])c1cc([N+](=O)[O-])c2no[n+]([O-])c2c1.COC(O[Si](C)(C)C)=C(C)C. The value obtained for the LUMO energy is -2.6557 eV. The value obtained for the frontier orbital gap is 5.653 eV.

```
! wB97M-V def2-TZVPD RIJCOSX def2/J DEFGRID3
* xyz 0 1
O -6.57127 -1.20765 3.88868
N -5.44686 -1.72151 3.90408
O -5.11876 -2.63641 3.14049
C -4.47950 -1.22862 4.86130
C -4.91158 -0.40416 5.91596
C -4.03955 0.06933 6.86305
N -4.49837 0.88224 7.96834
O -3.67479 1.30270 8.78733
O -5.70602 1.12454 8.05334
C -2.67112 -0.27461 6.73532
N -1.60227 0.05198 7.48976
O -0.50747 -0.48924 6.99557
N -0.90717 -1.16685 5.90527
O -0.14156 -1.81653 5.16064
C -2.26857 -1.08168 5.68121
C -3.15410 -1.57881 4.73759
H -5.96082 -0.14857 5.97509
H -2.81623 -2.22220 3.94058
C -1.18789 2.65731 0.09392
O -0.69936 1.77567 1.08147
C -0.50205 0.47184 0.55494
O 0.63804 0.15706 -0.15210
Si 2.06706 0.83807 0.40705
C 3.47987 0.20191 -0.63791
C 2.03763 2.70523 0.29221
C 2.35340 0.33107 2.18631
C -1.47881 -0.47437 0.70799
C -2.73458 -0.12474 1.41534
C -1.27751 -1.80495 0.09635
H -1.21351 3.66739 0.50132
H -0.53937 2.62699 -0.78278
H -2.19500 2.35734 -0.19616
H 4.41352 0.63466 -0.29107
H 3.54188 -0.87974 -0.56718
H 3.32455 0.47805 -1.67624
H 2.99716 3.10484 0.60413
H 1.83916 3.01948 -0.72757
H 1.26743 3.10612 0.94286
H 3.27371 0.77694 2.55318
H 1.52796 0.66467 2.80782
H 2.43294 -0.74950 2.25835
H -3.40530 -0.97975 1.49860
H -2.52839 0.24270 2.42208
H -3.27028 0.66114 0.88174
H -2.13106 -2.46194 0.25935
H -1.12707 -1.70309 -0.97884
H -0.39109 -2.28715 0.50880
*
```